--- one ---
The following is a quantum chemistry calculation of one molecule with the formula C6H11N, from the OMol25 dataset.

Structure (XYZ):
```
18
Properties=species:S:1:pos:R:3:mulliken_charge:R:1
N 1.111 -0.724 0.896 -0.4230
C 0.498 1.638 -1.189 -0.0304
C -0.076 -0.055 0.692 0.5092
C -0.217 1.248 0.096 -0.7495
C 1.144 0.619 -1.969 -1.4475
C -1.582 -1.979 0.876 -0.7000
C -1.292 -0.681 1.208 -0.2911
H -1.272 -2.698 0.015 0.2602
H -0.955 1.859 0.547 0.3322
H 0.419 -0.122 -2.191 0.3894
H 1.807 -0.198 0.460 0.2809
H -2.336 -2.574 1.506 0.2050
H 2.113 0.118 -1.903 0.3674
H 1.276 1.064 -2.955 0.3624
H 1.146 -1.680 0.814 0.2243
H -1.891 -0.014 1.876 0.2814
H -0.351 2.258 -1.769 0.2339
H 1.416 2.311 -0.961 0.1951
```

**SMILES string**: C=C/C(N)=C/CC
**Frontier orbital gap**: 8.160 eV
**Charge**: 0
**E_HOMO**: -7.2 eV

--- two ---
The following is a quantum chemistry calculation of C6H11N as an isolated structure, from the OMol25 dataset.

Structure (XYZ):
```
18
Properties=species:S:1:pos:R:3:mulliken_charge:R:1
N -0.524 -0.480 1.091 -0.3470
C 0.688 -0.876 1.903 -0.8217
C 0.242 2.346 0.315 -0.9684
C -0.238 -0.493 -0.453 0.5383
C -0.585 0.465 -1.414 -0.5750
C -0.125 -1.909 -1.152 -1.4606
C 0.300 1.362 -0.790 0.0944
H 1.251 1.384 -1.378 0.2793
H 1.085 2.912 0.455 0.2722
H -0.400 2.436 1.212 0.3362
H 0.482 -0.465 2.935 0.3603
H -0.200 -1.853 -2.209 0.4606
H 0.776 -2.400 -0.933 0.3542
H -0.688 0.501 1.328 0.2613
H 0.608 -2.000 1.851 0.2775
H -0.928 -2.626 -1.036 0.3449
H -1.618 0.658 -1.670 0.3257
H 1.604 -0.561 1.353 0.2679
```

**Frontier orbital gap**: 6.808 eV
**Charge**: 0
**E_HOMO**: -7.5 eV

--- three ---
The following is a quantum chemistry calculation of C6H11N as an isolated structure, from the OMol25 dataset.

Structure (XYZ):
```
18
Properties=species:S:1:pos:R:3:mulliken_charge:R:1
N 0.087 0.568 1.609 -0.6886
C -0.767 0.370 -0.835 0.2983
C -2.106 -0.001 -0.298 -1.0462
C 1.690 -0.157 -0.113 -0.6793
C -0.343 1.721 -0.430 -1.1715
C 0.416 0.486 0.171 0.6529
C 1.485 -1.641 -0.104 -0.6460
H 1.696 -1.122 0.893 0.2894
H 0.105 2.418 -1.126 0.2152
H 0.845 0.368 2.103 0.2116
H -0.162 1.554 1.808 0.3455
H -3.108 0.708 -0.576 0.2606
H 2.371 0.194 -0.877 0.4084
H 2.136 -2.446 -0.432 0.3557
H 0.449 -1.926 -0.027 0.2912
H -2.046 -0.127 0.843 0.3044
H -0.381 0.073 -1.881 0.3290
H -2.366 -1.040 -0.730 0.2693
```

**Frontier orbital gap**: 4.720 eV
**Charge**: 0
**E_HOMO**: -6.5 eV

Q: Which of them is the least stable? A: three.

--- one ---
The following is a quantum chemistry calculation of a 2-piece molecular cluster, C6H11N overall, from the OMol25 dataset.

Structure (XYZ):
```
18
Properties=species:S:1:pos:R:3:mulliken_charge:R:1
N 0.587 0.502 1.726 -0.6079
C -1.589 -2.347 2.072 -1.0180
C -0.453 -0.147 1.825 0.4544
C 1.776 1.895 -2.152 -0.9548
C -1.551 -0.841 2.017 -0.3831
C 1.301 0.540 -1.714 -0.0033
C 0.024 0.166 -1.644 -0.7349
H 0.822 0.719 0.753 0.3351
H -1.907 -2.696 3.062 0.3224
H -0.782 0.846 -1.912 0.2046
H 0.934 2.549 -2.401 0.2926
H -2.293 -2.753 1.337 0.2753
H 2.423 1.816 -3.033 0.2967
H -0.265 -0.831 -1.320 0.3159
H 2.076 -0.178 -1.442 0.3150
H 2.366 2.380 -1.365 0.2576
H -2.472 -0.281 2.153 0.3277
H -0.603 -2.774 1.868 0.3048
```

**SMILES string**: CC=C=N.C=CC
**Frontier orbital gap**: 9.602 eV
**Charge**: 0
**E_HOMO**: -8.6 eV

--- two ---
The following is a quantum chemistry calculation of C6H11N as an isolated structure, from the OMol25 dataset.

Structure (XYZ):
```
18
Properties=species:S:1:pos:R:3:mulliken_charge:R:1
N -1.242 -0.842 -1.047 -0.6051
C 0.634 1.775 0.571 -1.4578
C -1.100 -0.274 0.333 -0.3253
C 0.963 -1.161 -0.276 -0.9257
C 0.135 -0.256 -1.191 -0.1826
C -0.096 -1.252 0.886 -0.6887
C -0.347 0.915 -0.240 0.3760
H 1.148 -2.127 -0.784 0.3128
H 1.388 1.145 1.087 0.3025
H -0.608 -2.222 1.019 0.3462
H 0.516 -0.066 -2.185 0.4820
H 1.917 -0.825 0.097 0.3212
H 1.144 2.485 -0.045 0.3829
H -1.957 -0.213 1.004 0.4655
H -1.010 1.607 -0.813 0.2517
H -1.927 -0.238 -1.543 0.2996
H 0.332 -0.831 1.798 0.3116
H 0.110 2.379 1.329 0.3332
```

**Frontier orbital gap**: 10.131 eV
**Charge**: 0
**E_HOMO**: -9.0 eV

--- three ---
The following is a quantum chemistry calculation of one molecule with the formula C6H11N, from the OMol25 dataset.

Structure (XYZ):
```
18
Properties=species:S:1:pos:R:3:mulliken_charge:R:1
N 0.896 0.612 0.974 -0.1342
C -0.132 -0.280 0.493 -0.2077
C -1.281 -0.936 -1.642 -0.4219
C -2.051 -0.472 -2.850 -1.0466
C -0.315 -0.247 -0.994 -0.4635
C 1.318 0.672 2.264 0.0624
C 2.485 1.009 2.826 -0.8556
H 3.213 1.740 2.472 0.2562
H -2.216 -1.237 -3.605 0.3270
H -1.530 -1.976 -1.451 0.3860
H 2.727 0.663 3.823 0.2336
H 0.031 -1.294 0.904 0.3105
H -2.953 -0.107 -2.355 0.2470
H 0.791 -0.069 2.882 0.2151
H -1.583 0.414 -3.293 0.3261
H 0.441 0.275 -1.592 0.3174
H -1.123 0.021 0.877 0.2612
H 1.282 1.210 0.265 0.1870
```

**SMILES string**: C=CNC/C=C/C
**Frontier orbital gap**: 8.774 eV
**Charge**: 0
**E_HOMO**: -7.7 eV

Q: Which of them is the least stable? A: three.

--- one ---
The following is a quantum chemistry calculation of a 2-piece molecular cluster, C6H11N overall, from the OMol25 dataset.

Structure (XYZ):
```
18
Properties=species:S:1:pos:R:3:mulliken_charge:R:1
N -0.998 -0.537 -1.648 -0.4966
C 0.662 0.393 -0.204 0.6731
C -0.112 1.026 0.860 -0.8592
C 1.693 0.822 -1.162 -1.1654
C -0.186 -1.645 1.325 -1.1486
C 0.603 -0.287 1.051 0.0165
C -2.046 0.044 -1.438 -0.0853
H -2.940 0.187 -2.021 0.2979
H -0.168 -2.153 0.298 0.3014
H 0.352 1.809 1.418 0.3073
H 1.493 -0.320 1.522 0.5195
H 1.957 1.934 -1.084 0.2694
H 0.267 -2.233 2.169 0.3533
H -1.207 1.117 0.747 0.0531
H 2.566 0.241 -0.835 0.3102
H 1.615 0.697 -2.235 0.3178
H -2.301 0.472 -0.478 0.0916
H -1.249 -1.568 1.716 0.2442
```

**Frontier orbital gap (alpha / beta)**: 8.956 / 7.753 eV
**Charge**: 0
**E_HOMO (alpha / beta)**: -8.5 / -7.6 eV

--- two ---
The following is a quantum chemistry calculation of one molecule with the formula C6H11N, from the OMol25 dataset.

Structure (XYZ):
```
18
Properties=species:S:1:pos:R:3:mulliken_charge:R:1
N -0.254 -2.313 1.646 -0.5023
C 0.185 -2.137 0.501 -0.1831
C 0.469 1.223 -0.952 -1.3694
C 0.222 0.396 0.330 0.7727
C 1.558 0.296 1.036 -1.8335
C -0.512 -0.931 0.080 0.3914
C -2.002 -0.869 -0.187 -1.1907
H 0.832 2.225 -0.627 0.3553
H -2.390 -1.901 0.201 0.3605
H -0.566 1.399 -1.316 0.3546
H 1.079 -2.677 -0.051 0.2635
H 0.850 0.755 -1.833 0.4192
H -0.432 1.026 1.045 0.2074
H 1.882 1.169 1.422 0.5310
H -2.251 -1.138 -1.298 0.2672
H -2.367 0.087 0.211 0.3431
H 1.601 -0.385 1.862 0.4684
H 2.320 0.098 0.230 0.3449
```

**Frontier orbital gap (alpha / beta)**: 8.170 / 8.909 eV
**Charge**: 0
**E_HOMO (alpha / beta)**: -7.9 / -8.7 eV

--- three ---
The following is a quantum chemistry calculation of one molecule with the formula C6H11N, from the OMol25 dataset.

Structure (XYZ):
```
18
Properties=species:S:1:pos:R:3:mulliken_charge:R:1
N -0.094 1.650 2.103 -0.5472
C 2.157 0.128 0.235 -1.2558
C -0.882 0.850 -1.199 -1.6145
C -0.345 0.967 1.203 -0.1298
C -1.670 -0.918 0.358 -1.7268
C 0.883 -0.690 -0.041 -0.6859
C -0.497 0.045 0.061 1.8719
H -2.604 -0.349 0.445 0.4240
H -1.865 1.315 -1.057 0.4150
H -0.963 0.178 -2.062 0.3888
H -0.167 1.642 -1.435 0.3551
H 0.967 -1.145 -1.036 0.3402
H -1.532 -1.474 1.289 0.3916
H -1.803 -1.635 -0.461 0.3805
H 2.193 0.506 1.262 0.3938
H 0.873 -1.515 0.682 0.3349
H 2.286 0.984 -0.436 0.2922
H 3.027 -0.525 0.101 0.3724
```

**SMILES string**: CCC(C)(C)C#N
**Frontier orbital gap**: 12.124 eV
**Charge**: 0
**E_HOMO**: -11.3 eV

--- four ---
The following is a quantum chemistry calculation of one molecule with the formula C6H11N, from the OMol25 dataset.

Structure (XYZ):
```
18
Properties=species:S:1:pos:R:3:mulliken_charge:R:1
N -1.652 1.656 0.666 -0.5176
C 0.422 -2.281 1.394 -0.6865
C 0.970 0.654 -1.908 -1.1309
C -1.280 0.290 0.637 -0.1617
C 0.199 -1.604 0.289 -0.4058
C -0.100 -0.158 0.215 0.2033
C 0.935 0.767 -0.390 -0.4954
H 0.738 -3.317 1.372 0.2810
H 0.453 -2.035 -0.679 0.2454
H 0.203 -1.896 2.383 0.2917
H -0.083 0.753 -2.183 0.3538
H -2.490 1.938 0.175 0.2062
H -1.728 2.068 1.588 0.1991
H -1.955 -0.431 1.092 0.3656
H 0.602 1.780 -0.160 0.3151
H 1.878 0.618 0.153 0.3044
H 1.501 1.479 -2.380 0.3396
H 1.387 -0.281 -2.266 0.2929
```

**SMILES string**: C=C/C(=C/N)CC
**Frontier orbital gap**: 10.088 eV
**Charge**: 0
**E_HOMO**: -9.0 eV

Q: Which of them is the least stable? A: one.